{
  "formula": "C8H11N3S2",
  "method": "ωB97M-V/def2-TZVPD",
  "species": ["C", "C", "C", "C", "C", "C", "C", "C", "H", "H", "H", "H", "H", "H", "H", "H", "H", "H", "H", "N", "N", "N", "S", "S"],
  "xyz": [[-1.755, 2.741, -1.965], [0.359, 1.633, -1.290], [0.378, 0.331, -1.637], [0.694, -0.767, -0.827], [1.000, -0.408, 0.514], [1.094, -2.830, 1.642], [0.993, 0.920, 0.954], [0.572, 1.993, 0.126], [-2.191, 1.944, -2.948], [-2.150, 4.043, -2.166], [-1.976, 2.588, -0.761], [0.123, 0.307, -2.757], [0.338, -1.739, -1.065], [2.293, -1.194, 2.078], [-0.749, -3.843, 1.053], [-1.535, -1.436, 0.590], [-1.134, -1.210, 2.130], [1.150, 1.290, 2.126], [0.644, 3.032, 0.502], [1.489, -1.494, 1.379], [-0.316, -2.871, 1.221], [-1.308, -1.910, 1.459], [-0.067, 2.992, -2.373], [2.052, -4.111, 2.016]],
  "homo_lumo_gap_ev": 8.55,
  "lumo_ev": 0.1,
  "relative_energy_kj_mol": 438.7,
  "total_charge": 0
}



{
  "formula": "C3H4ClIN2",
  "method": "ωB97M-V/def2-TZVPD",
  "species": ["I", "C", "C", "N", "N", "C", "H", "H", "H", "Cl", "H"],
  "xyz": [[2.679, 0.802, 0.224], [0.635, -0.011, -0.333], [0.821, -1.383, -0.958], [0.201, -2.267, -0.271], [-0.457, -1.633, 0.819], [-0.099, -0.381, 0.855], [0.126, 0.784, -0.840], [1.598, -1.600, -1.627], [-0.262, 0.177, 1.796], [-2.379, 2.169, 0.456], [-2.864, 3.344, -0.121]],
  "smiles": "IC1C=NN=C1.Cl",
  "homo_lumo_gap_ev": 8.77,
  "lumo_ev": -1.1,
  "relative_energy_kj_mol": 29.8,
  "total_charge": 0
}



{
  "formula": "C46H48AsBr2N5O4SSi2W",
  "method": "ωB97M-V/def2-TZVPD",
  "species": ["W", "C", "O", "C", "C", "C", "C", "C", "C", "O", "C", "O", "C", "H", "H", "H", "H", "H", "H", "H", "H", "H", "Br", "C", "C", "C", "Br", "C", "C", "C", "C", "N", "C", "C", "O", "H", "H", "H", "H", "N", "C", "C", "C", "C", "C", "C", "N", "C", "C", "C", "S", "C", "N", "H", "H", "H", "H", "H", "H", "H", "C", "Si", "C", "C", "As", "Si", "C", "C", "C", "H", "H", "H", "H", "H", "H", "H", "H", "H", "H", "H", "H", "H", "H", "H", "H", "H", "H", "C", "C", "C", "C", "C", "C", "N", "C", "C", "C", "C", "C", "C", "H", "H", "H", "H", "H", "H", "H", "H", "H", "H"],
  "xyz": [[0.622, -0.409, -0.320], [1.021, 0.608, 6.595], [0.089, 1.557, 6.103], [-0.232, 1.489, 4.795], [-1.179, 2.454, 4.365], [-1.585, 2.446, 3.070], [-1.063, 1.529, 2.118], [-1.665, 1.393, 0.845], [-2.955, 2.112, 0.541], [-1.263, 0.601, -0.060], [-0.073, 0.598, 2.548], [0.478, -0.284, 1.774], [0.292, 0.575, 3.918], [1.130, 0.816, 7.655], [1.988, 0.716, 6.098], [0.653, -0.411, 6.457], [-1.560, 3.162, 5.088], [-2.321, 3.172, 2.751], [-3.711, 1.865, 1.288], [-3.303, 1.832, -0.449], [-2.808, 3.193, 0.561], [1.016, -0.173, 4.206], [5.079, 1.916, 1.100], [4.512, 0.182, 1.578], [5.345, -0.602, 2.395], [5.046, -1.908, 2.656], [6.202, -2.918, 3.764], [3.910, -2.517, 2.067], [3.571, -3.883, 2.153], [2.497, -4.343, 1.447], [1.730, -3.451, 0.679], [1.985, -2.163, 0.606], [3.070, -1.700, 1.285], [3.326, -0.320, 1.069], [2.498, 0.327, 0.306], [6.241, -0.154, 2.802], [4.179, -4.549, 2.751], [2.219, -5.387, 1.465], [0.888, -3.811, 0.110], [-0.548, -1.210, -4.422], [-1.859, -1.159, -4.001], [-3.036, -1.395, -4.700], [-4.210, -1.290, -3.988], [-4.194, -0.975, -2.623], [-3.019, -0.739, -1.939], [-1.817, -0.806, -2.645], [-0.471, -0.646, -2.267], [0.221, -0.899, -3.359], [1.645, -0.920, -3.271], [2.604, -0.982, -4.232], [4.135, -0.940, -3.492], [3.414, -0.853, -1.960], [2.104, -0.853, -1.972], [-0.217, -1.480, -5.331], [-3.024, -1.659, -5.749], [-5.156, -1.467, -4.482], [-5.130, -0.931, -2.083], [-3.023, -0.540, -0.887], [2.481, -1.013, -5.300], [4.017, -0.791, -1.073], [2.786, 4.828, -0.454], [1.396, 3.736, 0.200], [1.854, 3.195, 1.945], [-0.114, 4.856, 0.409], [1.107, 2.008, -1.376], [-0.359, 3.084, -2.836], [-2.154, 3.419, -2.349], [0.427, 4.762, -3.208], [-0.505, 2.228, -4.510], [2.973, 5.650, 0.245], [2.543, 5.259, -1.426], [3.704, 4.253, -0.562], [2.644, 3.853, 2.318], [2.211, 2.171, 2.005], [0.994, 3.306, 2.603], [0.130, 5.658, 1.113], [-0.940, 4.289, 0.840], [-0.457, 5.318, -0.516], [-2.253, 3.880, -1.368], [-2.742, 2.497, -2.366], [-2.592, 4.100, -3.085], [0.278, 5.486, -2.405], [-0.036, 5.175, -4.109], [1.498, 4.673, -3.393], [-1.125, 1.334, -4.465], [0.465, 1.974, -4.943], [-1.003, 2.930, -5.185], [-2.749, -2.603, 3.814], [-3.180, -1.620, 2.941], [-2.570, -1.454, 1.703], [-1.489, -2.241, 1.304], [-1.108, -3.263, 2.181], [-1.717, -3.440, 3.412], [-0.789, -2.082, 0.064], [-1.084, -3.088, -0.857], [-0.172, -3.466, -1.860], [-0.496, -4.407, -2.825], [-1.733, -5.034, -2.822], [-2.632, -4.707, -1.816], [-2.319, -3.763, -0.853], [-3.219, -2.730, 4.780], [-4.006, -0.973, 3.212], [-2.969, -0.718, 1.032], [-0.321, -3.947, 1.895], [-1.381, -4.238, 4.061], [0.811, -3.014, -1.865], [0.243, -4.665, -3.576], [-1.985, -5.772, -3.573], [-3.603, -5.186, -1.782], [-3.051, -3.519, -0.094]],
  "homo_lumo_gap_ev": [6.07, 6.07],
  "lumo_ev": [-0.3, -0.3],
  "relative_energy_kj_mol": 0.0,
  "total_charge": 0
}



{
  "formula": "C3H12NO3S",
  "method": "ωB97M-V/def2-TZVPD",
  "species": ["C", "O", "C", "C", "S", "N", "H", "H", "H", "H", "H", "H", "H", "H", "H", "H", "O", "H", "H", "O"],
  "xyz": [[0.058, -1.754, 0.201], [0.778, -1.986, -0.999], [-0.348, -0.293, 0.524], [-1.189, -0.133, 1.774], [-2.093, 1.417, 2.108], [-0.980, 0.392, -0.640], [-0.693, -2.535, 0.227], [0.740, -2.161, 0.994], [0.598, 0.232, 0.647], [-0.561, -0.350, 2.641], [-2.006, -0.897, 1.737], [-1.291, 2.173, 1.293], [-1.941, 0.125, -0.787], [-0.299, 0.417, -1.402], [1.941, 1.637, -1.218], [0.596, 2.291, -0.642], [1.504, 2.503, -0.922], [1.209, -0.968, -1.222], [2.179, -0.259, -2.548], [1.798, 0.150, -1.764]],
  "homo_lumo_gap_ev": 7.88,
  "lumo_ev": 3.1,
  "relative_energy_kj_mol": 51.1,
  "total_charge": -1
}



{
  "formula": "C5H8Br",
  "method": "ωB97M-V/def2-TZVPD",
  "species": ["Br", "H", "C", "C", "C", "C", "C", "H", "H", "H", "H", "H", "H", "H"],
  "xyz": [[3.952, -0.741, 1.158], [3.371, -0.733, 2.478], [0.397, -0.005, -1.148], [-0.390, -0.977, -0.411], [-1.696, -0.158, 0.000], [-1.131, 1.246, 0.030], [0.049, 1.258, -0.681], [1.478, -0.221, -1.071], [-0.604, -1.965, -0.716], [0.155, -1.069, 0.548], [-2.315, -0.201, -0.910], [-2.329, -0.505, 0.819], [-1.721, 2.056, 0.438], [0.785, 2.014, -0.532]],
  "homo_lumo_gap_ev": [8.04, 9.64],
  "spin_multiplicity": 2,
  "lumo_ev": [0.6, -0.2],
  "relative_energy_kj_mol": 111.7,
  "total_charge": 0
}



{
  "formula": "C3H10NO2",
  "method": "ωB97M-V/def2-TZVPD",
  "species": ["C", "C", "C", "O", "N", "H", "H", "H", "H", "H", "H", "H", "H", "H", "H", "O"],
  "xyz": [[-0.123, -0.283, 1.634], [0.423, -0.677, 0.238], [-0.249, 0.187, -0.820], [-0.037, -0.254, -2.123], [-0.059, -1.501, 2.567], [0.519, 0.575, 1.904], [-1.155, 0.021, 1.744], [0.053, -1.686, 0.103], [1.510, -0.576, 0.238], [-1.334, 0.147, -0.614], [-0.037, 1.261, -0.761], [0.831, -1.015, 2.371], [-0.946, -1.329, 3.035], [0.085, 2.398, -3.901], [0.218, 0.638, -2.600], [0.301, 2.094, -3.016]],
  "homo_lumo_gap_ev": 6.97,
  "lumo_ev": 3.6,
  "relative_energy_kj_mol": 351.9,
  "total_charge": -1
}



{
  "formula": "C4H6N2O",
  "method": "ωB97M-V/def2-TZVPD",
  "species": ["N", "C", "C", "N", "C", "O", "C", "H", "H", "H", "H", "H", "H"],
  "xyz": [[-2.122, 0.577, -0.533], [-0.845, 0.125, -0.209], [-0.468, -1.215, -0.022], [0.852, -1.341, 0.242], [1.363, -0.007, 0.132], [2.628, 0.283, 0.565], [0.314, 0.896, -0.105], [-2.861, -0.051, -0.247], [-2.313, 1.520, -0.223], [-1.084, -2.097, -0.155], [1.501, -0.917, -0.775], [2.622, 0.256, 1.532], [0.415, 1.969, -0.202]],
  "homo_lumo_gap_ev": 9.22,
  "lumo_ev": 0.7,
  "relative_energy_kj_mol": 287.2,
  "total_charge": 0
}



{
  "formula": "H24O12",
  "method": "ωB97M-V/def2-TZVPD",
  "species": ["O", "H", "H", "O", "H", "H", "O", "H", "H", "O", "H", "H", "O", "H", "H", "O", "H", "H", "O", "H", "H", "O", "H", "H", "O", "H", "H", "O", "H", "H", "O", "H", "H", "O", "H", "H"],
  "xyz": [[-1.256, 1.336, -1.896], [-0.476, 0.901, -2.240], [-1.986, 0.915, -2.350], [1.315, -1.605, 1.578], [0.841, -2.429, 1.690], [2.228, -1.868, 1.456], [-0.110, -0.547, 2.214], [0.100, -0.208, 3.084], [0.628, -1.114, 1.992], [-1.233, -1.919, 0.819], [-1.090, -1.086, 1.268], [-1.634, -2.483, 1.481], [1.746, 2.394, -1.373], [0.849, 2.152, -1.141], [1.738, 3.350, -1.397], [0.585, -2.499, -0.547], [0.634, -3.211, 0.090], [0.419, -1.717, -0.021], [0.441, -0.826, -2.267], [0.365, -0.495, -1.372], [1.018, -0.201, -2.706], [-1.878, 1.283, 1.871], [-1.333, 0.593, 1.493], [-2.365, 1.638, 1.128], [-0.040, 1.932, -0.578], [-0.352, 2.723, -0.139], [-0.763, 1.675, -1.151], [0.014, -0.170, -0.267], [0.242, -0.285, 0.655], [0.136, 0.766, -0.430], [-1.670, -1.676, -1.023], [-0.742, -1.661, -1.259], [-1.674, -1.697, -0.066], [2.014, 2.084, 0.764], [1.104, 1.791, 0.817], [2.186, 2.167, -0.174]],
  "homo_lumo_gap_ev": 7.55,
  "lumo_ev": -0.4,
  "relative_energy_kj_mol": 2119.1,
  "total_charge": 0
}



{
  "formula": "C29H33BrFeO3P2",
  "method": "ωB97M-V/def2-TZVPD",
  "species": ["Fe", "C", "C", "C", "O", "C", "O", "O", "H", "H", "H", "H", "H", "H", "H", "C", "P", "C", "C", "C", "C", "C", "C", "C", "P", "C", "C", "H", "H", "H", "H", "H", "H", "H", "H", "H", "H", "H", "H", "H", "H", "H", "H", "Br", "C", "C", "C", "C", "C", "C", "C", "C", "C", "C", "C", "C", "C", "C", "C", "H", "H", "H", "H", "H", "H", "H", "H", "H", "H"],
  "xyz": [[0.230, -0.156, 0.596], [-2.211, 3.235, 2.136], [-2.397, 1.720, 2.061], [-3.535, 1.252, 2.961], [-1.170, 1.120, 2.461], [-2.715, 1.331, 0.561], [-3.813, 1.673, 0.120], [-1.803, 0.709, -0.021], [-1.979, 3.540, 3.158], [-3.123, 3.724, 1.799], [-1.388, 3.524, 1.485], [-3.396, 1.614, 3.982], [-3.573, 0.161, 2.972], [-4.477, 1.620, 2.563], [-1.367, 0.252, 2.841], [-2.419, -3.221, 4.017], [-0.923, -2.581, 3.082], [0.259, -2.743, 4.500], [-0.461, -4.063, 2.124], [-0.259, -5.313, 2.700], [0.123, -6.397, 1.936], [0.348, -6.226, 0.568], [0.160, -4.985, -0.015], [-0.286, -3.897, 0.728], [-0.568, -2.216, 0.048], [-0.371, -2.486, -1.772], [-2.428, -2.292, 0.033], [-2.222, -4.178, 4.498], [-3.270, -3.331, 3.346], [-2.673, -2.483, 4.780], [0.108, -3.670, 5.055], [0.122, -1.892, 5.166], [1.273, -2.690, 4.112], [-0.398, -5.449, 3.765], [0.263, -7.370, 2.392], [0.663, -7.068, -0.037], [0.351, -4.870, -1.074], [-0.957, -3.320, -2.163], [0.683, -2.607, -2.018], [-0.705, -1.553, -2.229], [-2.780, -3.213, -0.437], [-2.778, -1.423, -0.523], [-2.809, -2.226, 1.051], [1.669, -0.307, 2.487], [1.403, 0.318, -0.913], [1.828, 1.192, -1.675], [2.130, 2.264, -2.519], [3.484, 2.643, -2.752], [4.527, 1.762, -2.377], [5.848, 2.107, -2.510], [6.214, 3.345, -3.031], [5.209, 4.232, -3.399], [3.881, 3.902, -3.259], [0.975, 2.990, -2.999], [0.948, 3.679, -4.222], [-0.181, 4.357, -4.635], [-1.343, 4.337, -3.878], [-1.354, 3.617, -2.689], [-0.222, 2.969, -2.256], [4.254, 0.803, -1.956], [6.616, 1.403, -2.207], [7.258, 3.618, -3.136], [5.479, 5.204, -3.797], [3.134, 4.647, -3.494], [1.812, 3.642, -4.874], [-0.164, 4.898, -5.576], [-2.229, 4.858, -4.218], [-2.255, 3.551, -2.093], [-0.246, 2.414, -1.327]],
  "homo_lumo_gap_ev": [3.43, 3.41],
  "lumo_ev": [4.0, 4.0],
  "total_charge": -2
}



{
  "formula": "C36H31Cl18N5O10",
  "method": "ωB97M-V/def2-TZVPD",
  "species": ["O", "N", "O", "C", "C", "C", "C", "C", "C", "H", "H", "H", "H", "H", "O", "N", "O", "C", "C", "C", "C", "C", "C", "H", "H", "H", "H", "H", "O", "N", "O", "C", "C", "C", "C", "C", "C", "H", "H", "H", "H", "H", "O", "N", "O", "C", "C", "C", "C", "C", "C", "H", "H", "H", "H", "H", "O", "N", "O", "C", "C", "C", "C", "C", "C", "H", "H", "H", "H", "H", "Cl", "C", "Cl", "Cl", "H", "Cl", "C", "Cl", "Cl", "H", "Cl", "C", "Cl", "Cl", "H", "Cl", "C", "Cl", "Cl", "H", "Cl", "C", "Cl", "Cl", "H", "Cl", "C", "Cl", "Cl", "H"],
  "xyz": [[6.193, 2.893, -1.199], [5.918, 1.699, -1.291], [5.846, 1.092, -2.348], [5.580, 1.045, -0.048], [5.075, -0.216, -0.101], [4.673, -0.855, 1.065], [4.770, -0.160, 2.271], [5.347, 1.094, 2.333], [5.730, 1.727, 1.172], [5.027, -0.712, -1.049], [4.240, -1.824, 0.976], [4.540, -0.635, 3.200], [5.615, 1.476, 3.317], [6.145, 2.724, 1.185], [-6.412, -2.841, 5.653], [-7.023, -2.348, 4.707], [-8.234, -2.298, 4.599], [-6.218, -1.796, 3.607], [-4.855, -1.870, 3.774], [-4.051, -1.429, 2.766], [-4.625, -1.001, 1.575], [-6.020, -0.940, 1.440], [-6.837, -1.309, 2.480], [-4.448, -2.258, 4.689], [-2.972, -1.370, 2.823], [-3.959, -0.646, 0.797], [-6.430, -0.630, 0.487], [-7.909, -1.210, 2.396], [-0.167, -0.075, 2.537], [-0.170, -0.326, 1.336], [-0.968, -1.124, 0.800], [0.859, 0.253, 0.565], [1.597, 1.273, 1.129], [2.405, 1.966, 0.270], [2.506, 1.637, -1.055], [1.755, 0.589, -1.621], [0.880, -0.100, -0.798], [1.504, 1.554, 2.189], [3.023, 2.780, 0.570], [3.101, 2.185, -1.794], [1.797, 0.339, -2.682], [0.260, -0.880, -1.164], [-3.545, -5.296, 7.162], [-3.190, -4.119, 7.068], [-3.569, -3.214, 7.821], [-2.347, -3.752, 5.976], [-2.068, -4.707, 5.011], [-1.190, -4.309, 3.993], [-0.697, -3.018, 3.934], [-1.025, -2.107, 4.959], [-1.869, -2.448, 5.958], [-2.518, -5.705, 5.147], [-0.990, -4.981, 3.179], [-0.018, -2.774, 3.124], [-0.673, -1.092, 4.975], [-2.157, -1.776, 6.758], [0.163, -1.560, -5.339], [-0.631, -0.860, -4.836], [-0.481, -0.189, -3.832], [-2.027, -0.845, -5.376], [-2.313, -1.759, -6.337], [-3.555, -1.680, -6.925], [-4.463, -0.725, -6.458], [-4.113, 0.219, -5.533], [-2.859, 0.177, -4.924], [-1.514, -2.483, -6.576], [-3.868, -2.303, -7.732], [-5.415, -0.673, -6.952], [-4.855, 0.912, -5.239], [-2.487, 0.920, -4.241], [4.260, -0.876, -3.807], [3.199, -2.264, -4.048], [2.766, -3.048, -2.543], [3.776, -3.391, -5.272], [2.271, -1.853, -4.483], [-2.460, 2.763, -1.676], [-0.716, 3.096, -1.515], [-0.248, 3.953, -0.009], [-0.160, 3.988, -2.992], [-0.126, 2.161, -1.498], [-2.311, -2.754, -2.366], [-2.662, -3.471, -0.798], [-1.734, -4.987, -0.609], [-4.359, -3.895, -0.563], [-2.418, -2.764, -0.012], [3.283, 2.421, -4.628], [4.578, 2.194, -5.876], [5.901, 3.248, -5.398], [4.149, 2.331, -7.567], [4.944, 1.201, -5.731], [0.816, 7.415, 0.266], [2.299, 7.325, -0.666], [2.703, 5.687, -1.083], [3.596, 8.226, 0.085], [2.015, 7.850, -1.573], [2.421, 4.548, 2.810], [3.578, 5.605, 3.695], [3.006, 7.246, 3.820], [5.196, 5.561, 3.006], [3.625, 5.158, 4.705]],
  "smiles": "O=[N+]([O-])c1ccccc1.O=[N+]([O-])c1ccccc1.O=[N+]([O-])c1ccccc1.O=[N+]([O-])c1ccccc1.O=[N+]([O-])c1ccccc1.ClC(Cl)Cl.ClC(Cl)Cl.ClC(Cl)Cl.ClC(Cl)Cl.ClC(Cl)Cl.ClC(Cl)Cl",
  "homo_lumo_gap_ev": 8.57,
  "lumo_ev": -1.4,
  "total_charge": 0
}



{
  "formula": "CH5PS2",
  "method": "ωB97M-V/def2-TZVPD",
  "species": ["C", "P", "S", "H", "H", "H", "S", "H", "H"],
  "xyz": [[0.859, 1.545, -0.780], [1.547, 1.984, 0.882], [0.736, 0.642, 2.032], [1.496, 1.797, -1.613], [0.513, 0.484, -0.795], [-0.095, 2.046, -0.914], [-1.256, -3.157, 0.659], [-1.157, -2.162, -0.175], [-2.644, -3.178, 0.703]],
  "smiles": "CP=S.S",
  "homo_lumo_gap_ev": 7.57,
  "lumo_ev": -1.2,
  "relative_energy_kj_mol": 133.1,
  "total_charge": 0
}